{"formula": "C5H8O2", "method": "ωB97M-V with the def2-TZVPD basis set", "multiplicity": 1, "total_charge": 0, "e_tot_ha": -345.69728, "homo_lumo_gap_ev": 10.66, "smiles": "C[C@@]1(O)C[C@H]2O[C@H]21", "max_force_ev_per_a": 1.6, "species": ["C", "C", "O", "C", "C", "O", "C", "H", "H", "H", "H", "H", "H", "H", "H"], "positions_angstrom": [[1.506235, 0.689652, -0.343010], [0.310636, 0.090844, 0.348701], [0.581357, -0.499747, 1.606200], [-1.078869, 0.764739, 0.426513], [-1.597551, -0.432960, -0.374220], [-0.993716, -0.430524, -1.663050], [-0.285527, -0.986410, -0.562835], [1.207666, 1.393234, -1.122407], [2.218230, 1.203409, 0.331826], [1.788795, -0.207011, -0.899067], [1.362200, -1.065754, 1.525163], [-1.485146, 0.806902, 1.439702], [-1.144529, 1.742063, -0.059639], [-2.408047, -1.085820, -0.115448], [0.003860, -2.035415, -0.556694]], "forces_ev_per_a": [[-0.17, 0.47, 0.08], [0.17, -0.08, -0.36], [0.26, 0.05, 0.06], [-0.10, 0.04, 0.01], [-0.82, -0.02, 0.50], [0.05, -0.02, 0.17], [0.15, -0.61, 0.62], [-0.14, 0.05, 0.14], [-0.09, -0.66, -0.46], [1.57, 0.44, 0.12], [-0.12, 0.14, -0.01], [0.23, 0.01, -0.09], [-0.17, -0.23, 0.00], [-0.82, 0.25, -0.52], [0.00, 0.15, -0.26]], "nbo_charge": [-0.652, 0.243, -0.708, -0.440, 0.054, -0.471, -0.002, 0.231, 0.223, 0.216, 0.468, 0.232, 0.219, 0.196, 0.191]}

***

{"formula": "C5H8O2", "method": "ωB97M-V with the def2-TZVPD basis set", "multiplicity": 1, "total_charge": 0, "e_tot_ha": -345.61067, "homo_lumo_gap_ev": 8.53, "max_force_ev_per_a": 5.4, "species": ["C", "C", "C", "C", "C", "O", "O", "H", "H", "H", "H", "H", "H", "H", "H"], "positions_angstrom": [[-0.148411, 1.412903, -3.493193], [0.202197, -1.818623, 1.582876], [0.602565, -0.886656, 2.639914], [0.239990, -0.375189, 1.286044], [1.126610, 0.283821, 0.372517], [-1.281987, 1.652542, -3.167951], [0.780953, 1.226641, -0.398409], [0.581879, 0.853161, -2.812233], [0.978110, -2.398035, 0.952730], [-0.772065, -2.213161, 1.356177], [-0.016736, -0.603317, 3.391816], [1.656133, -0.848852, 2.804159], [-0.783169, 0.149385, 1.210656], [0.176856, 1.651196, -4.484029], [-0.175938, 1.379643, -0.429474]], "forces_ev_per_a": [[-0.08, -1.10, 1.25], [1.27, -2.09, -2.73], [1.83, -0.75, -1.92], [-3.28, 3.86, -1.72], [3.86, -2.17, 1.28], [0.25, 0.03, 0.36], [-0.80, 0.43, -0.58], [-0.70, 0.73, -0.67], [-0.96, 0.93, 1.64], [-0.33, -0.26, 0.89], [-1.68, 0.55, 2.11], [0.49, -0.04, 0.40], [0.70, -0.91, 0.49], [0.60, 0.33, -0.95], [-1.16, 0.46, 0.16]], "nbo_charge": [0.277, -0.388, -0.363, -0.406, 0.257, -0.510, -0.622, 0.123, 0.233, 0.232, 0.224, 0.236, 0.155, 0.110, 0.442]}

***

{"formula": "C5H8O2", "method": "ωB97M-V with the def2-TZVPD basis set", "multiplicity": 1, "total_charge": 0, "e_tot_ha": -345.76297, "homo_lumo_gap_ev": 10.24, "smiles": "CC(=O)C1(O)CC1", "max_force_ev_per_a": 0.4, "species": ["C", "C", "O", "C", "O", "C", "C", "H", "H", "H", "H", "H", "H", "H", "H"], "positions_angstrom": [[-0.416057, 0.633152, 2.034271], [-0.279200, -0.341763, 0.899677], [-0.565800, -1.516998, 1.032520], [0.228163, 0.154150, -0.426197], [0.642096, 1.483975, -0.520353], [-0.410545, -0.567622, -1.586174], [0.993491, -0.894512, -1.182784], [-0.826371, 0.094859, 2.890126], [-1.072090, 1.466462, 1.761440], [0.563389, 1.054900, 2.277469], [-0.085685, 2.009695, -0.874821], [-0.526366, -0.023099, -2.518494], [-1.231363, -1.223760, -1.312778], [1.770614, -0.528214, -1.844652], [1.215724, -1.801226, -0.629249]], "forces_ev_per_a": [[-0.02, 0.02, 0.08], [-0.07, -0.24, 0.09], [0.07, 0.43, 0.01], [-0.06, -0.29, 0.11], [-0.19, 0.10, -0.07], [-0.16, -0.01, -0.16], [0.19, -0.09, -0.03], [0.08, 0.15, -0.08], [0.11, -0.09, 0.01], [-0.11, 0.01, -0.02], [0.11, -0.05, 0.10], [0.03, 0.03, 0.17], [0.25, -0.05, -0.13], [-0.08, 0.02, 0.14], [-0.16, 0.06, -0.22]], "nbo_charge": [-0.712, 0.577, -0.566, 0.102, -0.691, -0.417, -0.400, 0.236, 0.229, 0.243, 0.475, 0.220, 0.239, 0.228, 0.238]}

***

{"formula": "C5H8O2", "method": "ωB97M-V with the def2-TZVPD basis set", "multiplicity": 1, "total_charge": 0, "e_tot_ha": -345.72227, "homo_lumo_gap_ev": 10.33, "smiles": "C=CCC=O.C=O", "max_force_ev_per_a": 0.6, "species": ["C", "C", "C", "C", "O", "H", "H", "H", "H", "H", "H", "C", "O", "H", "H"], "positions_angstrom": [[0.995948, -0.473973, 1.491852], [0.148483, -1.064583, 0.652484], [0.268900, -1.002588, -0.847464], [0.767724, 0.323706, -1.406858], [1.472110, 1.116793, -0.831191], [0.852107, -0.480270, 2.565908], [1.836515, 0.081246, 1.108446], [-0.709111, -1.594805, 1.058250], [0.947677, -1.779416, -1.237722], [-0.703903, -1.206938, -1.304290], [0.456615, 0.504985, -2.451954], [-1.559184, 1.401650, 0.288468], [-1.595213, 1.218501, -0.905124], [-2.441935, 1.187602, 0.914905], [-0.671761, 1.805317, 0.808240]], "forces_ev_per_a": [[-0.13, -0.05, -0.08], [0.27, 0.13, 0.24], [-0.04, 0.03, 0.10], [0.21, 0.04, -0.06], [-0.23, -0.27, -0.25], [-0.08, -0.18, -0.04], [0.10, 0.00, 0.10], [0.02, -0.05, -0.11], [-0.08, 0.16, 0.10], [0.12, 0.04, -0.05], [0.07, 0.00, 0.01], [-0.14, 0.18, -0.36], [-0.08, 0.07, 0.55], [0.02, -0.03, 0.05], [-0.04, -0.06, -0.21]], "nbo_charge": [-0.381, -0.204, -0.571, 0.472, -0.553, 0.196, 0.222, 0.202, 0.249, 0.237, 0.122, 0.287, -0.527, 0.114, 0.135]}